# 1
ORCA calculation (ωB97M-V/def2-TZVPD) on a molecular structure, C3H4N4 in a non-equilibrium geometry.

The geometry in XYZ format:
```
11
Properties=species:S:1:pos:R:3:lowdin_charge:R:1
N 1.784 -0.397 -0.544 0.1290
C 0.640 0.333 -0.398 -0.4090
C 0.146 1.166 0.534 -0.0963
N -1.249 0.943 0.294 0.0634
C -1.706 -0.419 0.380 -0.2214
N -1.175 -1.090 -0.561 0.0775
N -0.597 0.132 -1.074 0.0683
H 2.234 -0.668 0.321 0.1011
H 1.811 -1.097 -1.267 0.0948
H 0.558 1.868 1.238 0.0901
H -2.447 -0.771 1.078 0.1024
```

Results
* HOMO-LUMO gap: 9.088 eV
* HOMO: -8.4 eV



# 2
ORCA calculation (ωB97M-V/def2-TZVPD) on a molecular structure, C18H45F2LiNO16P3S2 in a non-equilibrium geometry.

The geometry in XYZ format:
```
88
Properties=species:S:1:pos:R:3:lowdin_charge:R:1
Li 0.779 -0.813 0.658 0.5632
N 1.774 -2.454 0.819 -0.3411
S 0.989 -3.760 1.255 0.4563
O 1.660 -4.704 2.080 -0.2453
O 0.087 -4.284 0.281 -0.2672
F 0.067 -3.022 2.347 -0.1961
S 2.975 -3.181 -0.049 0.5140
O 2.595 -3.637 -1.338 -0.2486
O 3.988 -3.813 0.701 -0.2285
F 3.675 -1.772 -0.374 -0.1982
C -2.546 3.059 1.915 -0.0595
C -2.142 2.399 3.214 -0.2528
O -2.418 0.992 3.167 -0.1699
P -1.218 -0.039 3.221 0.3578
O -0.275 0.139 2.105 -0.2653
O -0.654 0.198 4.668 -0.1652
C 0.727 -0.102 5.008 -0.2254
C 1.556 1.158 4.837 -0.0595
O -1.900 -1.435 3.336 -0.1650
C -2.808 -1.884 2.289 -0.2402
C -3.769 -2.867 2.891 -0.0590
H -3.553 2.755 1.629 0.0818
H -2.559 4.138 2.085 0.0834
H -1.846 2.833 1.113 0.0514
H -1.101 2.606 3.473 0.1114
H -2.743 2.789 4.037 0.1229
H 0.616 -0.370 6.058 0.1197
H 1.135 -0.987 4.520 0.1244
H 2.440 1.057 5.467 0.0828
H 1.867 1.278 3.801 0.0564
H 0.934 2.002 5.129 0.0802
H -3.306 -0.986 1.921 0.1110
H -2.198 -2.323 1.500 0.1012
H -4.453 -2.352 3.568 0.0820
H -4.316 -3.462 2.160 0.0755
H -3.274 -3.633 3.493 0.0869
C 3.148 3.357 1.786 -0.0666
C 4.044 3.319 0.562 -0.2341
O 4.043 2.027 -0.086 -0.1478
P 2.757 1.471 -0.790 0.3670
O 1.838 0.757 0.102 -0.2564
O 2.186 2.742 -1.531 -0.1681
C 0.926 2.654 -2.214 -0.2283
C -0.171 3.179 -1.296 -0.0711
O 3.303 0.516 -1.914 -0.1828
C 4.096 1.038 -2.985 -0.2280
C 3.332 0.864 -4.300 -0.0531
H 3.540 4.168 2.405 0.0827
H 2.097 3.543 1.567 0.0758
H 3.236 2.427 2.343 0.0715
H 3.802 4.098 -0.160 0.1157
H 5.078 3.433 0.881 0.1208
H 0.866 3.359 -3.044 0.1272
H 0.745 1.629 -2.533 0.0958
H -0.274 2.511 -0.436 0.0638
H 0.062 4.154 -0.860 0.0870
H -1.110 3.308 -1.832 0.0740
H 4.314 2.101 -2.879 0.1140
H 5.032 0.490 -3.064 0.1272
H 3.718 1.543 -5.064 0.0822
H 3.460 -0.145 -4.688 0.0674
H 2.289 1.143 -4.161 0.0690
C -3.681 -3.537 -1.566 -0.0631
C -2.324 -3.137 -2.070 -0.2164
O -2.401 -1.716 -2.425 -0.1837
P -1.303 -0.677 -1.968 0.3653
O -0.874 -0.925 -0.585 -0.2584
O -0.200 -0.769 -3.080 -0.1642
C 0.938 -1.661 -2.831 -0.2358
C 1.373 -2.227 -4.151 -0.0501
O -2.001 0.701 -2.237 -0.1533
C -3.027 1.138 -1.346 -0.2696
C -4.402 0.840 -1.932 -0.0578
H -3.985 -2.972 -0.683 0.0699
H -4.469 -3.361 -2.300 0.0800
H -3.670 -4.602 -1.326 0.0855
H -1.533 -3.256 -1.330 0.0874
H -2.067 -3.589 -3.027 0.1259
H 1.675 -1.116 -2.248 0.0926
H 0.590 -2.491 -2.214 0.0939
H 2.015 -3.097 -4.024 0.0854
H 0.510 -2.641 -4.684 0.0848
H 1.780 -1.489 -4.842 0.0591
H -2.954 0.736 -0.332 0.1103
H -2.960 2.219 -1.229 0.1008
H -4.407 1.258 -2.943 0.0842
H -4.608 -0.220 -2.059 0.0672
H -5.157 1.383 -1.365 0.0796
```

Results
* HOMO-LUMO gap: 10.138 eV
* HOMO: -9.7 eV



# 3
ORCA calculation (ωB97M-V/def2-TZVPD) on a molecular structure, C16H34BaO3P2S in a non-equilibrium geometry.

The geometry in XYZ format:
```
57
Properties=species:S:1:pos:R:3:lowdin_charge:R:1
P -0.456 2.008 0.775 0.8730
P 1.272 0.389 -1.586 0.8704
C 0.362 2.945 -0.631 -0.3390
C 0.504 2.053 -1.855 -0.3757
H 1.308 3.361 -0.258 0.0809
H -0.279 3.812 -0.850 0.0873
H -0.473 1.944 -2.353 0.0604
H 1.162 2.550 -2.577 0.0720
C 3.015 0.968 -1.789 -0.2408
H 3.656 0.096 -1.964 0.0531
H 3.371 1.510 -0.904 0.0491
H 3.055 1.631 -2.665 0.0472
C 1.250 -0.552 -3.163 -0.3819
H 2.187 -0.429 -3.723 0.0441
H 0.485 -0.147 -3.856 -0.0252
H 1.132 -1.636 -2.969 0.0027
C -0.284 3.315 2.060 -0.1846
H -0.579 2.923 3.039 0.0525
H -0.932 4.166 1.821 0.0420
H 0.764 3.646 2.088 0.0512
C -2.186 2.550 0.134 -0.1938
H -2.262 2.452 -0.960 0.0253
H -2.311 3.620 0.368 0.0343
H -3.012 1.996 0.602 0.0360
Ba -1.586 -1.275 -2.784 1.7916
C 1.678 0.069 0.463 -0.3463
C 1.407 1.278 1.318 -0.3631
C 1.706 0.999 2.800 -0.1683
C 0.644 0.205 3.632 -0.2194
C -0.713 0.442 3.220 -0.1311
C -1.161 0.484 1.881 -0.3342
C -0.738 -0.627 0.841 -0.2224
C 0.722 -1.070 0.818 -0.2276
C -3.408 -1.769 -0.777 -0.3911
H 2.742 -0.233 0.460 0.1050
H 2.041 2.138 1.031 0.0813
H 1.824 1.964 3.330 0.1027
H 2.644 0.437 2.902 0.1104
H 0.860 -0.883 3.619 0.1086
H 0.728 0.513 4.690 0.1137
H -1.471 0.546 3.990 0.1042
H -2.261 0.633 1.818 0.1033
H -0.990 -0.253 -0.186 0.0208
H -1.375 -1.504 0.990 0.0882
H 0.979 -1.538 1.775 0.1076
H 0.818 -1.849 0.050 0.0710
H -3.945 -2.579 -1.299 -0.0698
H -4.103 -0.931 -0.590 -0.0816
H -3.020 -2.206 0.152 -0.0756
C -0.181 -5.567 -1.801 -0.1428
S -1.019 -4.039 -1.417 0.3987
O -1.569 -4.187 -0.089 -0.3088
O 0.007 -2.934 -1.524 -0.5807
O -2.001 -3.795 -2.520 -0.5870
H -0.884 -6.405 -1.846 0.0724
H 0.527 -5.752 -0.987 0.0693
H 0.348 -5.477 -2.747 0.0604
```

Results
* HOMO-LUMO gap (alpha / beta): 5.204 / 4.976 eV
* HOMO (alpha / beta): -5.9 / -5.6 eV



# 4
ORCA calculation (ωB97M-V/def2-TZVPD) on a molecular structure, C16H21Br4N3O5PPt.

The geometry in XYZ format:
```
51
Properties=species:S:1:pos:R:3:lowdin_charge:R:1
Pt -0.691 0.298 -0.243 1.2260
Br 2.059 -6.245 0.331 0.7628
C 1.893 -4.483 -0.298 -0.7546
C 2.798 -3.971 -1.225 -0.7553
Br 4.201 -5.032 -1.883 0.7601
C 2.649 -2.655 -1.661 -0.6265
Br 3.797 -1.908 -2.956 0.8144
C 1.632 -1.830 -1.185 -0.3519
O 1.521 -0.546 -1.563 -0.0924
C 0.699 -2.358 -0.281 -0.3788
O -0.379 -1.661 0.117 -0.3659
C 0.851 -3.675 0.153 -0.6259
Br -0.447 -4.334 1.365 0.8149
O 0.512 0.586 1.406 -0.1971
C 1.005 1.903 1.755 -0.1748
C -0.028 2.678 2.543 -0.1483
C -1.425 2.616 1.911 -0.1369
C -1.454 3.115 0.497 -0.2506
C -1.724 4.450 0.231 0.0063
C -1.770 4.908 -1.072 -0.0209
C -1.555 4.005 -2.100 -0.0221
C -1.284 2.695 -1.779 -0.0934
N -1.215 2.251 -0.512 -0.0660
H 0.193 0.104 2.180 0.1307
H 1.228 2.369 0.798 0.1281
H 1.936 1.774 2.303 0.1367
H 0.313 3.714 2.610 0.1308
H -0.085 2.303 3.568 0.1253
H -2.108 3.218 2.509 0.1272
H -1.806 1.594 1.926 0.1001
H -1.914 5.117 1.061 0.1286
H -1.982 5.948 -1.282 0.1233
H -1.603 4.302 -3.137 0.1201
H -1.140 1.945 -2.538 0.0892
N 0.465 -0.291 -3.885 -0.0082
C -0.581 -1.295 -4.122 -0.2484
P -2.013 -1.197 -2.976 0.4553
O -3.272 -1.054 -3.725 -0.2936
O -1.767 -0.133 -1.883 -0.4812
C -2.023 -2.850 -2.137 -0.1765
N -2.600 -2.723 -0.764 0.1200
H 0.101 0.645 -4.015 0.0946
H 1.222 -0.410 -4.551 0.1019
H 1.094 -0.462 -2.495 0.0186
H -0.125 -2.285 -4.040 0.1005
H -1.014 -1.215 -5.121 0.0986
H -1.025 -3.274 -2.021 0.0936
H -2.642 -3.518 -2.732 0.1130
H -1.823 -2.293 -0.172 0.0589
H -2.835 -3.630 -0.365 0.1312
H -3.429 -2.128 -0.762 0.1583
```

Results
* total charge: +1
* HOMO-LUMO gap: 7.945 eV
* HOMO: -10.7 eV



Computed ΔE to the lowest compared entry with this formula, charge and spin, in the same sequence as the records: 5.9261 0.0000 2.2345 0.0000 eV.